#w
{"formula": "C2H3BrClNO2S", "method": "ωB97M-V with the def2-TZVPD basis set", "homo_lumo_gap_ev": 9.567, "homo_energy_ev": -9.8, "lumo_ev": -0.183, "symbols": ["C", "C", "N", "O", "O", "S", "Cl", "Br", "H", "H", "H"], "positions_angstrom": [[-0.66335, 0.86538, 0.59199], [-0.09421, -0.41525, 0.24661], [0.07412, -0.52551, -1.46336], [-0.23731, 0.53909, -1.96980], [0.41147, -1.56552, -1.97145], [1.43480, -1.01920, 1.08096], [2.76018, 0.46602, 0.65558], [-1.15604, -1.99135, 0.57266], [-1.67169, 0.85848, 0.29009], [-0.10266, 1.67592, 0.24713], [-0.75532, 1.11193, 1.71959]], "mulliken_charge": [-1.177, 0.222, 0.942, -0.535, -0.496, 0.136, -0.172, -0.066, 0.415, 0.413, 0.318]}

=====

#x
{"formula": "C2H3BrClNO2S", "method": "ωB97M-V with the def2-TZVPD basis set", "homo_lumo_gap_ev": [8.669, 5.264], "homo_energy_ev": [-10.8, -8.7], "lumo_ev": [-2.126, -3.453], "symbols": ["C", "C", "N", "O", "O", "S", "Cl", "Br", "H", "H", "H"], "positions_angstrom": [[1.42218, 0.38795, -0.22525], [0.21537, -0.19438, 0.37098], [-0.11612, -1.55197, 0.39550], [-1.22594, -1.83615, 0.82667], [0.69736, -2.26238, -0.13388], [-1.29289, 0.54281, 0.58401], [-1.00816, 2.47907, 0.15666], [-4.07134, 1.03929, -0.95365], [2.34372, 0.32340, 0.41060], [1.21675, 1.34113, -0.52482], [1.81907, -0.26876, -0.90681]], "mulliken_charge": [-1.049, 0.347, 1.013, -0.654, -0.575, 0.134, -0.154, -0.107, 0.286, 0.404, 0.355]}

=====

Pick #w: it beats the second-best structure by 0.0760 hartree.